No. 1
Density functional theory data (the ωB97M-V functional and the def2-TZVPD basis) for a 9-piece molecular cluster, C45H94F15N2O17P2S5 overall at a distorted geometry.

Properties
Charge = -1
Electronic energy = -199488.9676 eV
Gap between HOMO and LUMO = 4.638 eV
Largest force on an atom = 0.098 Eh/bohr

Element x y z (Å)
C1 -0.92661 -2.15127 1.83090
C2 -0.74080 -1.45382 0.47516
O1 0.03112 -0.51964 0.37705
N1 -1.51054 -2.02529 -0.65617
H1 -2.26433 -2.55745 -0.24543
H2 -1.97233 -1.35626 -1.25555
C3 -0.54174 -2.89610 -1.50979
H3 -1.63343 -2.97560 1.73611
H4 -1.47403 -1.53483 2.54394
H5 -0.05613 -2.60135 2.30819
H6 -1.04168 -3.06540 -2.46347
H7 -0.16634 -3.79991 -1.02990
H8 0.30455 -2.24595 -1.73159
C4 0.04920 -1.20746 7.53087
N2 -0.18024 -2.70226 7.15029
C5 1.33230 -3.16031 7.11628
C6 -0.95243 -3.48184 8.28102
C7 -0.82840 -2.77816 5.68058
C8 -2.08657 -1.92617 5.44650
O2 -2.91122 -1.98412 6.57556
H9 0.73142 -0.67399 6.86900
H10 0.47649 -1.10441 8.52832
H11 -0.92414 -0.71700 7.51857
H12 1.92066 -2.65984 6.34722
H13 1.22424 -4.23001 6.93692
H14 1.79405 -3.00443 8.09126
H15 -0.19887 -3.71003 9.03479
H16 -1.36485 -4.44842 7.99166
H17 -1.76983 -2.85122 8.63071
H18 -0.92931 -3.85443 5.54073
H19 -0.12072 -2.27428 5.02225
H20 -2.59403 -2.31992 4.56586
H21 -1.84906 -0.88451 5.23054
H22 -3.71078 -2.47280 6.36701
C9 4.66640 -0.79262 0.83180
C10 3.34208 -0.75026 0.09316
C11 3.30113 -0.08037 -1.31609
C12 4.21735 -0.89742 -2.36045
P1 4.07971 -0.34465 -4.09780
C13 4.49825 1.51464 -4.19507
C14 5.97002 1.78083 -3.72192
C15 6.27466 3.25878 -4.21244
C16 7.66412 3.84565 -3.90479
C17 2.27017 -0.60621 -4.52057
C18 1.41567 0.60018 -4.42376
C19 -0.08033 0.40544 -4.66084
C20 -0.84578 1.60215 -4.23759
C21 5.26641 -1.38098 -5.03082
C22 4.68421 -2.64008 -5.65529
C23 5.61533 -3.39423 -6.58102
C24 5.06258 -4.68176 -7.16108
H23 4.67440 -0.97639 1.90616
H24 5.17147 0.16300 0.69105
H25 5.28748 -1.55427 0.36037
H26 2.65001 -0.19091 0.72266
H27 3.05283 -1.80016 0.04698
H28 3.48680 0.97678 -1.12618
H29 2.23395 -0.13045 -1.53225
H30 4.01389 -1.96816 -2.37487
H31 5.28809 -0.74481 -2.22508
H32 3.68254 2.04443 -3.70310
H33 4.44521 1.71403 -5.26536
H34 6.75548 1.11570 -4.08075
H35 5.97620 1.66827 -2.63776
H36 5.51281 3.93708 -3.82827
H37 6.08593 3.26696 -5.28595
H38 7.85108 3.93193 -2.83442
H39 7.87281 4.77558 -4.43373
H40 8.46692 3.21147 -4.28087
H41 1.93470 -1.51613 -4.02297
H42 2.26344 -0.77387 -5.59757
H43 1.74914 1.38843 -5.09871
H44 1.42441 0.95619 -3.39357
H45 -0.45790 -0.57246 -4.36207
H46 -0.09157 0.26565 -5.74178
H47 -0.65161 2.43418 -4.91444
H48 -0.60091 1.87023 -3.20984
H49 -1.90605 1.51900 -4.47636
H50 6.09617 -1.66039 -4.38156
H51 5.75623 -0.71560 -5.74177
H52 3.82146 -2.43405 -6.28878
H53 4.31295 -3.28620 -4.85981
H54 6.60120 -3.63072 -6.18074
H55 5.80365 -2.77226 -7.45611
H56 4.20945 -4.45243 -7.79958
H57 4.65937 -5.27370 -6.33943
H58 5.75619 -5.22060 -7.80657
C25 -4.81898 2.12564 4.12411
C26 -4.87294 3.58933 4.20425
C27 -4.21077 4.29078 3.03865
C28 -2.68356 4.35436 3.18787
P2 -1.81876 5.14812 1.78048
C29 -2.39845 6.87994 1.58457
C30 -2.55622 7.80508 2.84894
C31 -3.37444 9.01038 2.63989
C32 -2.57847 10.08926 1.94674
C33 0.01205 5.06228 1.97899
C34 0.85564 5.28935 0.69315
C35 2.32699 4.84933 0.79751
C36 2.63716 3.38677 0.54392
C37 -2.27495 4.19631 0.30748
C38 -1.92310 2.72005 0.40657
C39 -2.62256 1.82261 -0.55698
C40 -4.13763 1.60939 -0.30550
H59 -3.85708 1.62606 4.23938
H60 -5.24287 1.73960 3.19708
H61 -5.27892 1.62994 4.97900
H62 -4.47944 3.88907 5.17555
H63 -5.95329 3.73018 4.17110
H64 -4.52018 5.33150 2.94235
H65 -4.51614 3.73968 2.14918
H66 -2.38865 3.31889 3.35796
H67 -2.42928 4.96372 4.05512
H68 -3.46228 6.77598 1.37112
H69 -1.79367 7.30111 0.78147
H70 -1.60275 8.02880 3.32742
H71 -2.96183 7.21672 3.67199
H72 -3.66875 9.45731 3.58948
H73 -4.22503 8.91672 1.96475
H74 -3.20544 10.97337 2.06233
H75 -2.39581 9.87461 0.89382
H76 -1.59933 10.31146 2.37104
H77 0.27116 4.06648 2.33862
H78 0.23058 5.70294 2.83333
H79 0.56908 6.26135 0.29164
H80 0.39791 4.72275 -0.11773
H81 2.70245 5.19907 1.75918
H82 2.87473 5.39216 0.02718
H83 2.65232 2.98373 -0.46871
H84 1.91338 2.77128 1.07817
H85 3.65415 3.23613 0.90605
H86 -2.10097 4.66208 -0.66251
H87 -3.35560 4.28132 0.42183
H88 -2.20360 2.30132 1.37305
H89 -0.85590 2.49993 0.43349
H90 -1.95751 0.95917 -0.57335
H91 -2.50795 2.23286 -1.56030
H92 -4.25371 1.09531 0.64862
H93 -4.70640 0.99213 -1.00090
H94 -4.68576 2.53003 -0.10528
C41 -5.33806 -3.00439 2.44094
F1 -5.33167 -2.36939 3.61287
F2 -4.29034 -3.70908 2.28975
F3 -6.48638 -3.74914 2.42346
S1 -5.40371 -1.65888 0.98062
O3 -4.05509 -1.43515 0.41863
O4 -6.21190 -2.26086 -0.10455
O5 -6.05412 -0.48492 1.61617
C42 -3.70185 -6.39344 -2.21355
F4 -4.52737 -7.32684 -2.68097
F5 -2.68174 -6.97753 -1.62955
F6 -3.25593 -5.78537 -3.34003
S2 -4.48225 -5.06271 -1.04841
O6 -3.30556 -4.29693 -0.62873
O7 -5.42139 -4.31657 -1.92094
O8 -5.26803 -5.72576 0.03386
C43 1.11192 -5.68589 -4.38105
F7 1.83307 -5.64983 -5.43011
F8 0.21565 -4.72860 -4.43855
F9 0.54256 -6.85093 -4.23589
S3 2.17391 -5.26866 -2.78778
O9 2.40723 -3.83476 -2.92580
O10 1.30153 -5.56628 -1.63720
O11 3.36326 -6.05884 -2.81475
C44 2.72630 -6.19565 4.29270
F10 2.57313 -7.53607 4.59592
F11 3.21080 -5.52528 5.35197
F12 3.70683 -6.17106 3.32036
S4 1.10690 -5.42197 3.66827
O12 0.02680 -6.08277 4.44213
O13 1.28069 -3.97205 3.89224
O14 1.02257 -5.80979 2.26826
C45 -3.45714 -1.49932 -5.50243
F13 -2.66918 -0.63409 -6.09231
F14 -4.64128 -1.66746 -6.21768
F15 -2.81871 -2.63684 -5.43203
S5 -3.82566 -0.86090 -3.64851
O15 -2.54483 -1.09497 -2.95052
O16 -4.14642 0.54341 -3.77021
O17 -5.00878 -1.55390 -3.08796

No. 2
Density functional theory data (the ωB97M-V functional and the def2-TZVPD basis) for a 5-piece molecular cluster, C45H95N5O5 overall at a distorted geometry.

Properties
Electronic energy = -65882.0594 eV
Energy above the lowest of the compared OMol25 structures with the same formula, charge and spin = 6.125 eV
Gap between HOMO and LUMO = 8.528 eV
Largest force on an atom = 0.084 Eh/bohr

Element x y z (Å)
C1 36.41357 13.10082 -9.06786
C2 37.69023 13.67959 -9.81263
C3 38.85001 13.88651 -8.73972
C4 39.62743 12.53581 -8.43917
C5 40.03615 11.86306 -9.68450
C6 38.94878 11.75952 -10.75419
N1 38.11277 13.02787 -10.95634
O1 37.01107 12.85144 -11.86357
C7 39.66554 11.48018 -12.13174
C8 38.12871 10.55749 -10.34496
C9 37.41269 15.11812 -10.16710
H1 36.18851 13.59186 -8.12111
H2 36.82767 12.22149 -8.57451
H3 35.52642 12.75456 -9.59812
H4 39.52482 14.66549 -9.09458
H5 38.41069 14.13622 -7.77393
H6 38.99552 11.84737 -7.87807
H7 40.57809 12.78962 -7.97022
H8 40.47229 10.89480 -9.43878
H9 40.81734 12.32153 -10.29084
H10 40.16451 10.51116 -12.14394
H11 38.97444 11.40458 -12.97124
H12 40.36769 12.24839 -12.45568
H13 37.52828 10.45072 -9.44153
H14 37.43161 10.36507 -11.16052
H15 38.86038 9.74964 -10.35620
H16 38.27396 15.51875 -10.70172
H17 37.15090 15.66657 -9.26225
H18 36.49672 15.28330 -10.73438
H19 37.08724 13.57785 -12.48657
C10 37.77287 7.54931 -2.17110
C11 37.20603 8.21129 -3.55687
C12 36.21922 9.36485 -3.14534
C13 35.63804 10.22418 -4.32795
C14 36.79244 10.89184 -5.00283
C15 37.94771 9.85160 -5.35608
N2 38.21261 8.93625 -4.30071
O2 39.26378 8.11273 -4.78147
C16 37.45974 9.18380 -6.73711
C17 39.22007 10.71776 -5.52360
C18 36.38097 7.13671 -4.26481
H20 38.53817 6.79033 -2.33347
H21 37.06192 6.95225 -1.59999
H22 38.15533 8.37525 -1.57140
H23 35.36838 8.78520 -2.78733
H24 36.55689 10.06450 -2.38077
H25 34.99193 10.99255 -3.90340
H26 35.00717 9.64134 -4.99907
H27 37.29823 11.52801 -4.27649
H28 36.36602 11.37392 -5.88252
H29 37.20571 8.13007 -6.62210
H30 36.61151 9.62145 -7.26348
H31 38.29203 9.31158 -7.42925
H32 39.79073 10.79584 -4.59821
H33 39.83979 10.44877 -6.37900
H34 39.05294 11.75951 -5.79730
H35 36.83180 6.56707 -5.07744
H36 35.39161 7.38134 -4.65135
H37 36.13612 6.49248 -3.42035
H38 38.96547 7.67111 -5.57996
C19 41.10931 11.35129 -18.61122
C20 40.66662 10.55860 -17.37421
C21 39.32945 11.10432 -16.85201
C22 38.12502 10.67100 -17.66095
C23 38.08319 9.16973 -17.97423
C24 39.41909 8.46169 -18.45303
N3 40.63185 9.17828 -17.79717
O3 41.86680 8.78058 -18.33296
C25 39.40386 7.00466 -18.13976
C26 39.27907 8.59234 -19.91532
C27 41.76319 10.76003 -16.24380
H39 41.96342 10.97609 -19.17498
H40 41.48030 12.35850 -18.42151
H41 40.24147 11.46184 -19.26142
H42 39.19984 10.74672 -15.83052
H43 39.53157 12.15878 -16.66397
H44 38.19530 11.26699 -18.57087
H45 37.18056 10.89395 -17.16457
H46 37.33432 9.02016 -18.75200
H47 37.64192 8.66476 -17.11493
H48 38.52543 6.45788 -18.48253
H49 40.23684 6.55967 -18.68404
H50 39.50550 6.75525 -17.08356
H51 38.46774 7.96863 -20.29057
H52 39.19384 9.61376 -20.28615
H53 40.13030 8.22026 -20.48547
H54 41.42461 10.17705 -15.38730
H55 41.99540 11.81187 -16.07700
H56 42.77247 10.38653 -16.41693
H57 42.09898 8.11841 -17.67781
C28 30.36679 8.74034 -12.19277
C29 30.33306 8.80128 -10.61613
C30 31.76657 8.20808 -10.14294
C31 32.97444 9.25284 -10.04551
C32 32.38103 10.39159 -9.28936
C33 31.11761 11.09746 -9.90009
N4 30.01367 10.12014 -10.04724
O4 28.87109 10.74003 -10.58892
C34 30.69309 12.13531 -8.87158
C35 31.57028 11.83111 -11.22766
C36 29.31232 7.73846 -10.09295
H58 29.38030 8.93285 -12.61450
H59 30.58774 7.77155 -12.64080
H60 31.05862 9.38883 -12.73032
H61 31.65774 7.69125 -9.18945
H62 32.01457 7.34460 -10.76019
H63 33.33602 9.78717 -10.92407
H64 33.84008 8.72392 -9.64677
H65 33.24208 11.04872 -9.16738
H66 31.99389 10.04333 -8.33179
H67 29.94244 12.85269 -9.20322
H68 30.44815 11.80425 -7.86237
H69 31.58057 12.76360 -8.79578
H70 31.84377 11.04450 -11.93089
H71 30.65687 12.30296 -11.58980
H72 32.37475 12.56548 -11.26781
H73 29.20318 7.61621 -9.01534
H74 29.37070 6.71794 -10.47142
H75 28.30591 7.99810 -10.42135
H76 28.27514 10.70842 -9.83696
C37 40.16360 16.77765 -12.73106
C38 41.44815 17.35610 -12.16959
C39 41.55249 16.67611 -10.83663
C40 42.04112 15.27791 -10.76159
C41 43.32576 15.05704 -11.61244
C42 43.33549 15.75645 -13.01993
N5 42.64755 17.09214 -13.00902
O5 42.68577 17.73752 -14.32750
C43 44.78425 16.05261 -13.40732
C44 42.70756 14.83305 -14.12209
C45 41.34267 18.94603 -12.00689
H77 40.08591 15.69340 -12.81160
H78 39.84410 17.26799 -13.65062
H79 39.45240 17.23801 -12.04523
H80 42.19232 17.35984 -10.27876
H81 40.54906 16.59716 -10.41827
H82 41.29151 14.50917 -10.94924
H83 42.31671 15.05227 -9.73143
H84 43.33322 13.97870 -11.77133
H85 44.08254 15.36824 -10.89237
H86 44.86735 16.64116 -14.32099
H87 45.21474 16.53282 -12.52858
H88 45.15225 15.06927 -13.70010
H89 41.62536 14.73156 -14.04061
H90 42.87735 15.17801 -15.14204
H91 43.17772 13.86734 -14.30774
H92 40.54435 19.20778 -11.31242
H93 41.16054 19.46352 -12.94876
H94 42.19562 19.40179 -11.50404
H95 43.30534 18.47082 -14.32770

No. 3
Density functional theory data (the ωB97M-V functional and the def2-TZVPD basis) for a 5-piece molecular cluster, C45H95N5O5 overall at a distorted geometry.

Properties
Electronic energy = -65888.1624 eV
Energy above the lowest of the compared OMol25 structures with the same formula, charge and spin = 0.022 eV
Gap between HOMO and LUMO = 8.538 eV
Largest force on an atom = 0.033 Eh/bohr

Element x y z (Å)
C1 -7.96847 -2.14395 1.47752
C2 -6.53864 -1.67689 1.23968
C3 -5.78333 -2.74425 0.43288
C4 -4.49094 -2.22683 -0.18728
C5 -4.77458 -0.99709 -1.03425
C6 -5.43076 0.12628 -0.23061
N1 -6.56067 -0.41997 0.51469
O1 -7.36180 0.55747 1.11906
C7 -4.37638 0.71002 0.74031
C8 -5.87787 1.21671 -1.17683
C9 -5.90034 -1.56510 2.65467
H1 -8.54060 -1.39396 2.01648
H2 -7.99974 -3.08692 2.02903
H3 -8.47619 -2.38574 0.53823
H4 -5.48691 -3.50273 1.16031
H5 -6.44422 -3.13190 -0.34485
H6 -3.95402 -3.01821 -0.71692
H7 -3.77180 -1.97402 0.60796
H8 -5.50275 -1.36082 -1.77489
H9 -3.93128 -0.59352 -1.59466
H10 -3.68132 1.35604 0.20036
H11 -4.87891 1.43726 1.40220
H12 -3.92025 0.02148 1.44263
H13 -6.48757 1.96886 -0.66895
H14 -5.06705 1.77210 -1.65378
H15 -6.50954 0.86156 -1.99579
H16 -4.82407 -1.41182 2.66055
H17 -6.14451 -2.45477 3.23424
H18 -6.41032 -0.74521 3.17071
H19 -6.84276 0.94163 1.84249
C10 4.08836 4.69463 2.30324
C11 4.42658 3.66225 3.39062
C12 5.11740 4.37678 4.54215
C13 5.03512 3.60802 5.85283
C14 3.58409 3.26842 6.19465
C15 2.90612 2.45547 5.08798
N2 3.16153 3.07966 3.80486
O2 2.53512 2.38153 2.73536
C16 3.37829 0.98460 5.15598
C17 1.40662 2.52264 5.35670
C18 5.39972 2.64014 2.77404
H20 3.27439 5.31326 2.69611
H21 3.78827 4.23457 1.36564
H22 4.91583 5.39467 2.16909
H23 6.13595 4.64233 4.26838
H24 4.58030 5.31413 4.75465
H25 5.51251 4.16325 6.66178
H26 5.55086 2.63971 5.80255
H27 3.01796 4.18270 6.39192
H28 3.63576 2.66823 7.10323
H29 4.38410 0.88858 4.75204
H30 3.31633 0.55655 6.15399
H31 2.74753 0.40476 4.47435
H32 1.05732 3.54636 5.21706
H33 0.83096 1.93840 4.62664
H34 1.13683 2.07943 6.31583
H35 5.65762 1.82263 3.43720
H36 6.31125 3.16058 2.45226
H37 5.03733 2.32789 1.78927
H38 1.98849 3.09920 2.39789
C19 0.19710 -2.93224 5.44827
C20 0.21217 -3.16458 3.93115
C21 1.32597 -4.12288 3.54612
C22 0.96289 -5.56869 3.79756
C23 -0.33690 -5.94924 3.09812
C24 -1.52541 -5.01968 3.36985
N3 -1.05522 -3.64042 3.41380
O3 -2.11923 -2.73479 3.61964
C25 -2.53105 -5.12697 2.22939
C26 -2.19586 -5.42725 4.70980
C27 0.51067 -1.83167 3.23918
H39 -0.32866 -2.01606 5.73286
H40 1.18375 -2.87733 5.90992
H41 -0.38050 -3.71466 5.95205
H42 1.49344 -4.04320 2.46524
H43 2.26666 -3.85675 4.02711
H44 1.01428 -5.91711 4.83422
H45 1.74668 -6.18862 3.34104
H46 -0.61726 -6.95381 3.42057
H47 -0.12572 -5.97001 2.02451
H48 -3.00978 -6.11559 2.26456
H49 -3.36287 -4.44450 2.40276
H50 -2.09460 -5.05620 1.23470
H51 -2.96707 -6.18282 4.52496
H52 -1.49948 -5.95424 5.36363
H53 -2.66802 -4.55608 5.15721
H54 -0.28968 -1.09379 3.28099
H55 0.58712 -2.06971 2.17130
H56 1.46573 -1.39611 3.53139
H57 -1.99758 -2.06623 2.93629
C28 0.51322 -2.19017 -0.91878
C29 0.15070 -0.87898 -1.62500
C30 -0.93794 -0.12516 -0.83749
C31 -0.40693 0.59486 0.40820
C32 0.69568 1.52083 -0.05740
C33 1.86935 0.77702 -0.68852
N4 1.29227 0.01951 -1.81132
O4 2.31893 -0.50862 -2.64842
C34 2.76608 1.85014 -1.29016
C35 2.73851 0.01052 0.30525
C36 -0.47555 -1.20589 -2.98469
H58 0.76279 -1.98921 0.12181
H59 1.38594 -2.66454 -1.36716
H60 -0.32291 -2.89308 -0.89269
H61 -1.46457 0.57678 -1.48852
H62 -1.65243 -0.89549 -0.52304
H63 -0.10597 -0.16599 1.12851
H64 -1.26192 1.12395 0.83890
H65 1.06745 2.12987 0.76939
H66 0.30486 2.21354 -0.80654
H67 2.30760 2.44262 -2.08446
H68 3.16065 2.48222 -0.49023
H69 3.64322 1.39493 -1.75774
H70 2.88419 0.55439 1.23894
H71 2.28023 -0.92849 0.62462
H72 3.69484 -0.28067 -0.12887
H73 0.16188 -1.86475 -3.58305
H74 -0.58993 -0.28002 -3.55722
H75 -1.43743 -1.71161 -2.90571
H76 2.01978 -0.13338 -3.48253
C37 3.50182 3.97251 -7.49260
C38 2.71933 2.69042 -7.31598
C39 2.15109 2.64786 -5.89558
C40 1.06239 1.60757 -5.68580
C41 -0.03306 1.70533 -6.73468
C42 0.50168 1.73069 -8.18291
N5 1.64612 2.61804 -8.30491
O5 2.13725 2.68206 -9.62036
C43 0.77308 0.27869 -8.59644
C44 -0.63660 2.29021 -9.03587
C45 3.71647 1.52642 -7.46445
H77 2.85918 4.85059 -7.39884
H78 4.01790 3.99069 -8.45025
H79 4.24020 4.06304 -6.69237
H80 2.96027 2.46879 -5.18625
H81 1.72553 3.64108 -5.70366
H82 0.69325 1.61900 -4.65315
H83 1.53746 0.61033 -5.68836
H84 -0.61139 2.61028 -6.53187
H85 -0.70547 0.85253 -6.63207
H86 -0.09196 -0.38126 -8.61925
H87 1.23392 0.23026 -9.59158
H88 1.50147 -0.19766 -7.93367
H89 -1.05600 3.21027 -8.63931
H90 -0.24354 2.51814 -10.03090
H91 -1.38927 1.51613 -9.19281
H92 4.63774 1.69546 -6.89931
H93 4.08842 1.39604 -8.48722
H94 3.32017 0.56476 -7.13526
H95 2.53745 1.82078 -9.82200